(1)
Below is a molecular structure, C21H36FeN2O2, with properties calculated with ωB97M-V/def2-TZVPD.

The geometry in XYZ format:
```
62
Properties=species:S:1:pos:R:3:lowdin_spin:R:1
Fe 0.215 -0.078 1.066 3.955
C -1.376 -0.581 -0.518 0.087
C -1.009 0.757 -0.708 0.121
C 0.437 0.738 -1.057 0.116
C 0.834 -0.613 -1.047 0.095
C -0.279 -1.456 -0.766 0.157
C -0.337 -2.963 -0.853 0.016
C -1.213 -3.574 0.248 0.003
C -0.971 -3.297 -2.220 0.015
C 1.064 -3.573 -0.791 0.001
C 1.440 1.862 -1.348 0.011
C 1.681 2.717 -0.092 0.011
C 2.803 1.274 -1.739 0.001
C 0.982 2.729 -2.527 0.005
C -2.093 1.849 -0.760 0.009
C -1.686 3.249 -0.285 0.001
C -3.294 1.425 0.107 0.001
C -2.569 1.932 -2.221 0.010
H -2.377 -0.926 -0.309 0.003
H 1.816 -0.963 -1.320 0.004
H -2.268 -3.338 0.092 0.000
H -0.933 -3.218 1.235 0.000
H -1.113 -4.661 0.223 0.000
H -1.949 -2.824 -2.323 0.001
H -1.103 -4.378 -2.303 0.002
H -0.336 -2.963 -3.044 0.000
H 1.553 -3.347 0.164 0.000
H 1.701 -3.215 -1.603 0.000
H 0.999 -4.657 -0.877 0.000
H 1.990 2.085 0.750 0.003
H 0.805 3.283 0.216 0.000
H 2.494 3.423 -0.276 0.002
H 3.267 0.723 -0.915 0.000
H 3.474 2.091 -2.006 0.000
H 2.728 0.612 -2.605 0.000
H 0.015 3.196 -2.368 0.000
H 0.917 2.126 -3.435 0.000
H 1.712 3.523 -2.701 0.001
H -1.390 3.247 0.763 0.000
H -2.552 3.907 -0.376 0.000
H -0.888 3.696 -0.870 0.000
H -2.986 1.143 1.117 0.000
H -3.849 0.593 -0.329 0.000
H -3.989 2.262 0.186 0.000
H -1.782 2.282 -2.890 0.000
H -3.411 2.624 -2.293 0.002
H -2.900 0.952 -2.572 0.001
N 2.228 -0.716 1.745 0.067
C 2.365 -1.071 3.195 0.007
C 1.254 -2.014 3.636 0.003
C -0.036 -1.239 3.552 0.018
O -0.470 -0.593 4.476 0.018
O -0.559 -1.246 2.322 0.177
H 2.403 -1.548 1.186 0.002
H 2.961 -0.055 1.504 0.002
H 2.308 -0.148 3.771 0.000
H 3.338 -1.523 3.379 0.003
H 1.425 -2.338 4.660 0.000
H 1.212 -2.885 2.978 0.000
N -0.918 1.945 3.291 0.012
C -0.448 1.605 2.302 0.056
H -1.336 2.155 4.181 0.001
```

Summary:
**Charge**: +1
**Spin multiplicity**: 6
**Kohn-Sham gap (alpha / beta)**: 8.8 / 7.9 eV



(2)
Below is a molecular structure, C21H36MnN3S4SbSi4Te, with properties calculated with ωB97M-V/def2-TZVPD.

The geometry in XYZ format:
```
71
Properties=species:S:1:pos:R:3:lowdin_spin:R:1
Mn 1.104 -1.801 -2.395 0.690
S 1.696 -2.583 -6.017 -0.004
Sb 2.159 -3.476 -3.990 -0.007
S -0.021 -3.502 -2.815 0.082
S 3.152 -1.622 -2.691 0.089
S 3.246 -5.306 -3.269 -0.008
C 4.262 -0.728 2.299 0.002
Si 2.576 -0.148 2.878 0.008
C 2.197 1.497 2.059 0.001
C 2.582 0.048 4.739 0.002
Si 0.947 -1.706 2.166 0.014
Te 1.226 -2.194 -0.210 0.151
Si 1.416 -3.796 3.164 -0.002
C 1.257 -3.660 5.027 -0.001
C 3.151 -4.319 2.706 0.000
C 0.179 -5.044 2.515 0.001
Si -1.186 -0.961 2.845 0.002
C -1.584 0.641 1.949 0.000
C -2.442 -2.263 2.347 0.001
C -1.280 -0.665 4.692 0.000
H 5.000 0.076 2.344 0.000
H 4.197 -1.072 1.263 0.003
H 4.630 -1.562 2.899 0.000
H 3.029 2.198 2.160 0.000
H 1.305 1.965 2.482 0.000
H 2.017 1.338 0.992 0.000
H 3.304 0.815 5.030 0.000
H 2.865 -0.885 5.232 0.000
H 1.602 0.340 5.120 0.000
H 1.932 -2.904 5.435 0.000
H 1.501 -4.617 5.495 0.000
H 0.240 -3.392 5.321 0.000
H 3.904 -3.732 3.235 0.000
H 3.307 -4.180 1.632 0.000
H 3.318 -5.374 2.935 0.000
H -0.815 -4.887 2.940 0.000
H 0.490 -6.067 2.739 0.000
H 0.099 -4.949 1.428 0.002
H -1.356 0.535 0.886 0.000
H -0.988 1.472 2.331 0.000
H -2.640 0.909 2.041 0.000
H -2.201 -2.645 1.350 0.001
H -3.458 -1.861 2.321 0.000
H -2.429 -3.111 3.035 0.000
H -0.592 0.123 5.005 0.000
H -1.030 -1.566 5.255 0.000
H -2.292 -0.360 4.971 0.000
N -1.828 3.706 -5.414 0.000
C -2.613 4.836 -5.458 0.000
C -2.919 5.736 -6.478 0.000
C -3.768 6.771 -6.151 0.000
C -4.296 6.912 -4.854 0.000
C -3.989 6.020 -3.851 0.000
C -3.132 4.962 -4.163 0.000
N -2.668 3.934 -3.365 0.000
C -1.903 3.215 -4.138 0.000
C -1.197 2.013 -3.685 0.000
C -1.297 1.632 -2.346 0.000
C -0.629 0.518 -1.905 -0.005
N 0.127 -0.241 -2.714 -0.018
C 0.211 0.108 -4.004 -0.002
C -0.423 1.221 -4.519 0.000
H -1.301 3.322 -6.177 0.000
H -2.510 5.632 -7.475 0.000
H -4.033 7.497 -6.908 0.000
H -4.954 7.745 -4.644 0.000
H -4.387 6.120 -2.850 0.000
H -1.897 2.223 -1.669 0.000
H -0.678 0.185 -0.880 -0.001
H 0.806 -0.524 -4.659 -0.001
H -0.295 1.439 -5.571 0.000
```

Summary:
**Charge**: 0
**Spin multiplicity**: 2
**Kohn-Sham gap (alpha / beta)**: 5.8 / 5.6 eV



(3)
Below is a molecular structure, C21H37AsCrN2O10SSi4, with properties calculated with ωB97M-V/def2-TZVPD.

The geometry in XYZ format:
```
77
Properties=species:S:1:pos:R:3:lowdin_spin:R:1
Cr -0.354 -0.153 0.924 3.151
C -3.734 -0.259 -4.092 0.000
C -3.291 0.879 -3.240 0.000
N -2.548 0.791 -2.161 -0.001
C -2.412 2.071 -1.692 0.001
C -3.097 2.944 -2.504 0.001
N -3.644 2.163 -3.483 0.000
C -3.356 4.403 -2.563 0.000
O -2.830 5.138 -1.617 0.000
O -4.037 4.849 -3.468 0.000
C -1.646 2.430 -0.462 0.009
O -1.604 3.636 -0.150 0.009
O -1.087 1.514 0.197 0.025
H -3.326 -1.178 -3.683 0.000
H -3.387 -0.146 -5.121 0.000
H -4.823 -0.340 -4.106 0.000
H -4.210 2.546 -4.224 0.000
H -2.308 4.539 -0.972 0.000
O -1.824 -0.528 2.066 0.005
As 0.564 -1.123 3.574 0.006
O 0.289 -3.575 3.793 0.000
O 0.641 -1.527 1.919 0.002
C 2.548 -0.991 3.706 0.001
C 3.416 -1.916 4.265 0.000
C 4.790 -1.723 4.174 0.000
C 5.306 -0.606 3.529 0.000
C 4.450 0.329 2.964 0.000
C 3.088 0.112 3.059 0.000
S 1.913 1.247 2.369 0.003
O 2.359 2.586 2.591 0.001
O 0.687 0.876 3.196 0.009
O 1.648 0.878 0.977 0.015
H -2.368 0.264 2.144 0.005
H 3.029 -2.801 4.756 0.000
H 5.465 -2.450 4.609 0.000
H 6.377 -0.461 3.469 0.000
H 4.827 1.215 2.469 0.000
C -3.830 -3.294 1.494 0.001
Si -3.365 -2.597 -0.198 -0.020
C -4.478 -1.088 -0.400 0.001
C -3.913 -3.901 -1.463 -0.009
Si -1.061 -2.190 -0.309 -0.143
Si 0.171 -2.388 -2.299 -0.033
C 0.148 -4.123 -3.055 -0.013
C 1.959 -1.992 -1.834 0.000
C -0.217 -1.188 -3.698 0.000
Si -0.166 -3.935 1.003 -0.014
C -0.835 -5.600 0.364 -0.008
C -0.749 -3.968 2.841 0.002
C 1.701 -4.179 1.064 0.001
H -4.911 -3.468 1.506 0.000
H -3.589 -2.569 2.274 0.000
H -3.338 -4.240 1.725 0.000
H -5.395 -1.253 0.173 0.000
H -4.756 -0.917 -1.440 0.000
H -3.991 -0.187 -0.028 0.000
H -5.005 -3.948 -1.515 -0.001
H -3.547 -4.890 -1.178 0.000
H -3.536 -3.692 -2.467 0.000
H 0.652 -4.839 -2.401 0.000
H 0.661 -4.132 -4.022 -0.002
H -0.873 -4.480 -3.210 0.000
H 2.409 -2.767 -1.215 0.000
H 2.025 -1.052 -1.279 0.000
H 2.563 -1.886 -2.741 0.000
H -1.152 -1.414 -4.211 0.000
H 0.594 -1.261 -4.430 0.000
H -0.271 -0.161 -3.337 0.000
H -1.917 -5.684 0.493 0.000
H -0.369 -6.436 0.897 -0.001
H -0.628 -5.725 -0.702 0.000
H -1.040 -4.999 3.072 0.000
H -1.624 -3.329 2.989 0.000
H -0.049 -3.780 4.671 0.000
H 2.073 -4.627 0.140 0.000
H 1.929 -4.864 1.886 0.000
H 2.224 -3.241 1.247 0.000
```

Summary:
**Charge**: -1
**Spin multiplicity**: 4
**Kohn-Sham gap (alpha / beta)**: 7.9 / 7.1 eV



(4)
Below is a molecular structure, C21H37CaCl7F3N5NaO15PS, with properties calculated with ωB97M-V/def2-TZVPD.

The geometry in XYZ format:
```
92
Properties=species:S:1:pos:R:3:mulliken_charge:R:1
C 4.389 -0.397 1.590 -0.804
C 3.250 -0.996 0.949 -0.387
C 1.824 -0.337 0.726 -0.020
C 1.726 1.200 1.033 0.208
C 2.756 2.255 0.475 -0.419
N 2.295 3.512 1.031 0.779
N 3.036 4.627 0.683 -0.976
C 1.108 3.331 1.856 -0.480
C 0.354 4.518 2.645 0.015
C 1.413 5.538 3.330 0.111
O 0.959 6.198 4.294 -0.475
N 0.710 1.903 1.849 -0.158
S -0.592 1.014 2.556 0.895
O -0.117 0.037 3.663 -0.752
O -1.148 0.117 1.453 -0.503
C -2.038 2.021 3.161 0.528
F -2.416 3.078 2.331 -0.169
F -1.828 2.389 4.503 -0.163
F -3.153 1.136 3.190 -0.123
H 5.039 0.310 0.957 0.227
H 4.735 -0.595 2.657 0.270
H 3.368 -2.087 0.600 0.274
H 1.429 -0.640 -0.325 0.363
H 1.106 -0.860 1.490 -0.027
H 3.642 2.014 -0.178 0.389
H 3.737 4.873 1.398 0.209
H 2.417 5.447 0.539 0.105
H -0.327 4.187 3.493 -0.162
H -0.197 5.167 1.865 0.324
H 2.501 5.629 3.013 0.259
C -2.479 -0.116 -1.601 -0.401
O -2.148 0.976 -2.432 -0.363
C -1.356 1.946 -1.750 -0.057
C -0.568 2.785 -2.748 -0.598
O 0.602 2.126 -3.235 -0.474
C 0.380 1.068 -4.169 -0.314
C -0.042 1.562 -5.546 -0.381
O -1.428 1.886 -5.554 -0.310
C -1.764 2.772 -6.604 -0.802
H -3.065 0.219 -0.740 0.325
H -3.071 -0.824 -2.182 0.367
H -1.566 -0.622 -1.264 -0.102
H -0.662 1.456 -1.059 -0.098
H -2.040 2.591 -1.185 0.520
H -0.201 3.672 -2.222 0.500
H -1.193 3.139 -3.569 0.157
H -0.316 0.328 -3.769 0.166
H 1.348 0.568 -4.275 0.344
H 0.117 0.769 -6.285 0.353
H 0.557 2.438 -5.819 0.268
H -1.220 3.717 -6.495 0.327
H -2.833 2.982 -6.543 0.254
H -1.543 2.319 -7.576 0.318
O -2.761 0.615 6.593 -0.500
P -4.276 0.659 6.397 0.772
O -4.963 0.075 7.635 -0.518
O -4.642 -0.167 5.158 -0.431
O -4.738 2.106 6.197 -0.514
Na 0.092 -2.344 0.606 0.880
C 0.978 -6.479 -0.865 0.655
O 0.446 -5.373 -0.899 -0.647
N 1.671 -6.928 0.207 -0.314
N 0.920 -7.351 -1.901 -0.397
H 2.108 -7.830 0.242 0.168
H 1.742 -6.316 1.001 0.156
H 0.415 -7.061 -2.722 0.222
H 1.351 -8.256 -1.884 0.166
Ca 1.360 2.192 4.132 1.304
C 3.229 8.232 -1.580 0.044
Cl 4.194 6.754 -1.691 -0.118
Cl 1.920 8.034 -0.403 -0.127
Cl 4.248 9.610 -1.148 -0.108
H 2.786 8.426 -2.555 0.304
O -6.784 -1.570 3.515 -0.509
H -6.255 -1.113 4.195 0.394
H -6.696 -1.011 2.733 0.267
C -1.611 -8.268 3.889 -0.340
C -1.610 -8.472 2.404 -0.326
O -0.294 -8.078 2.029 -0.263
C 0.494 -8.216 3.129 0.667
O 1.689 -8.128 3.116 -0.537
O -0.246 -8.467 4.239 -0.329
H -2.253 -8.980 4.408 0.303
H -1.904 -7.254 4.172 0.263
H -1.758 -9.519 2.124 0.258
H -2.358 -7.862 1.898 0.311
C 3.329 -0.220 -7.672 -0.022
Cl 2.956 1.509 -7.629 -0.101
Cl 4.681 -0.590 -6.592 -0.120
Cl 1.906 -1.176 -7.236 -0.107
H 3.620 -0.482 -8.687 0.351
Cl -8.471 -3.044 3.236 -0.488
```

Summary:
**Charge**: 0
**Kohn-Sham gap**: 1.4 eV



(5)
Below is a molecular structure, C21H37ClNSSi4Tc, with properties calculated with ωB97M-V/def2-TZVPD.

The geometry in XYZ format:
```
66
Properties=species:S:1:pos:R:3:lowdin_spin:R:1
Tc 1.983 -0.648 0.140 1.243
S 4.200 -1.677 0.347 -0.008
C 3.669 -1.382 1.941 0.011
C 4.471 -1.496 3.084 0.001
C 3.905 -1.298 4.320 0.008
C 2.546 -0.976 4.414 0.008
C 1.815 -0.846 3.256 -0.003
N 2.358 -1.031 2.047 -0.005
H 5.514 -1.735 2.963 -0.001
H 4.505 -1.406 5.209 0.000
H 2.083 -0.811 5.372 0.000
H 0.763 -0.584 3.268 -0.001
C -0.216 1.218 -3.399 -0.005
Si -0.993 -0.453 -2.905 -0.015
C -2.831 -0.537 -3.425 -0.004
C -0.036 -1.866 -3.769 0.001
Si -0.289 -0.527 -0.398 -0.097
Si -2.053 0.929 0.635 -0.045
C -3.907 0.640 0.250 -0.011
C -1.614 2.721 0.154 -0.011
C -1.784 0.673 2.510 -0.001
Si -1.378 -3.021 -0.071 -0.026
C -1.010 -3.307 1.775 -0.009
C -3.241 -3.123 -0.455 0.000
C -0.413 -4.269 -1.137 -0.006
H -0.385 1.454 -4.446 -0.001
H 0.857 1.184 -3.238 0.000
H -0.611 2.034 -2.805 0.000
H -2.934 -0.367 -4.494 -0.001
H -3.432 0.212 -2.920 0.000
H -3.265 -1.509 -3.213 0.000
H 0.188 -1.603 -4.799 0.000
H -0.602 -2.791 -3.795 0.000
H 0.908 -2.066 -3.269 0.000
H -4.137 0.764 -0.801 0.000
H -4.518 1.356 0.796 -0.002
H -4.245 -0.348 0.541 0.000
H -1.890 2.935 -0.873 0.000
H -0.550 2.902 0.252 0.000
H -2.132 3.440 0.781 -0.002
H -1.933 -0.361 2.803 0.000
H -2.463 1.276 3.104 0.000
H -0.770 0.951 2.779 0.000
H -1.560 -2.619 2.407 0.000
H 0.047 -3.178 1.990 0.000
H -1.289 -4.315 2.073 -0.002
H -3.818 -2.434 0.150 0.000
H -3.621 -4.123 -0.258 0.000
H -3.450 -2.898 -1.495 0.000
H 0.646 -4.034 -1.177 0.001
H -0.782 -4.298 -2.157 0.000
H -0.511 -5.274 -0.731 -0.001
Cl 2.138 1.997 2.226 0.005
C 1.976 3.082 0.893 -0.003
C 1.645 4.402 1.134 0.001
C 1.452 5.260 0.063 -0.004
C 1.553 4.772 -1.230 0.001
C 1.908 3.453 -1.455 -0.004
C 2.157 2.574 -0.398 0.002
C 2.695 1.215 -0.594 -0.023
H 1.546 4.757 2.146 0.000
H 1.226 6.300 0.238 0.000
H 1.371 5.422 -2.073 0.000
H 2.027 3.094 -2.465 0.000
H 3.694 1.185 -0.139 0.005
H 2.818 1.010 -1.673 0.004
```

Summary:
**Charge**: +1
**Spin multiplicity**: 2
**Kohn-Sham gap (alpha / beta)**: 4.8 / 5.8 eV



(6)
Below is 3 unconnected molecules or ions with the total composition C21H37N3O12S5, with properties calculated with ωB97M-V/def2-TZVPD.

The geometry in XYZ format:
```
78
Properties=species:S:1:pos:R:3:mulliken_charge:R:1
C 2.937 3.278 0.983 -0.935
C 1.725 3.977 0.377 -0.925
C 0.392 3.348 0.771 -0.423
C 0.366 1.842 0.533 -0.749
C -0.997 1.121 0.624 0.272
C -2.225 1.922 0.189 -1.566
C -3.415 1.061 -0.274 2.518
C -3.396 0.619 -1.748 -1.973
C -2.304 1.122 -2.694 -1.905
C -0.874 0.599 -2.527 0.160
S -0.861 -1.137 -2.022 -0.332
C 0.884 -1.208 -1.673 0.678
S 2.003 -0.897 -2.804 -0.228
N 1.181 -1.444 -0.338 0.914
C 0.309 -1.774 0.704 -0.160
C 1.077 -1.864 1.813 -1.559
N 2.403 -1.597 1.517 -0.290
C 2.438 -1.370 0.243 -0.741
O -3.406 -0.149 0.586 -0.449
S -4.044 0.138 1.995 1.231
O -4.942 -0.910 2.321 -0.663
O -3.028 0.511 2.925 -0.617
O -4.819 1.471 1.563 -0.517
C -4.776 1.696 0.136 1.980
C -4.790 3.197 -0.126 -1.801
C -6.057 1.102 -0.490 -1.239
N -6.151 -0.347 -0.511 -0.495
H 3.179 2.374 0.421 0.133
H 2.737 2.967 2.010 0.238
H 3.826 3.904 0.972 0.502
H 1.797 3.929 -0.715 0.356
H 1.727 5.038 0.631 0.437
H 0.199 3.565 1.826 0.286
H -0.384 3.853 0.196 0.234
H 0.869 1.621 -0.414 0.229
H 1.000 1.390 1.299 0.360
H -0.937 0.218 0.015 -1.372
H -1.138 0.773 1.642 0.963
H -1.974 2.636 -0.592 0.469
H -2.566 2.517 1.037 0.595
H -4.333 0.956 -2.190 0.297
H -3.439 -0.468 -1.758 0.560
H -2.644 0.871 -3.701 0.417
H -2.256 2.210 -2.659 0.394
H -0.327 1.199 -1.806 -0.354
H -0.339 0.684 -3.471 0.850
H -0.746 -1.917 0.564 0.754
H 0.747 -2.109 2.807 0.499
H 3.314 -1.116 -0.328 0.480
H -5.818 3.548 -0.222 0.501
H -4.284 3.418 -1.064 0.278
H -4.336 3.745 0.694 0.374
H -6.851 1.462 0.167 0.544
H -6.223 1.570 -1.468 0.407
H -5.362 -0.806 -0.934 0.104
H -6.996 -0.657 -0.966 0.301
C 6.545 -0.265 3.162 -0.401
C 5.338 -0.629 2.322 -0.289
O 5.018 0.599 1.647 -0.129
S 6.351 1.410 1.323 1.080
O 6.761 1.150 -0.010 -0.593
O 6.193 2.739 1.792 -0.533
O 7.311 0.601 2.310 -0.324
H 6.267 0.283 4.063 0.297
H 7.155 -1.125 3.424 0.324
H 4.478 -0.939 2.908 0.309
H 5.568 -1.394 1.580 0.254
C 2.498 -5.749 -1.809 -0.323
C 1.500 -6.793 -2.277 -0.429
O 0.369 -6.593 -1.413 -0.317
S 0.225 -5.046 -1.058 1.133
O -0.718 -4.433 -1.925 -0.532
O 0.107 -4.923 0.348 -0.539
O 1.684 -4.601 -1.528 -0.224
H 3.007 -6.054 -0.893 0.294
H 3.226 -5.484 -2.570 0.311
H 1.857 -7.811 -2.154 0.320
H 1.192 -6.626 -3.311 0.287
```

Summary:
**Charge**: 0
**Kohn-Sham gap**: 8.1 eV
**SMILES string**: CCCCCC[C@@]1(CCCSC(=S)n2ccnc2)OS(=O)(=O)O[C@]1(C)CN.O=S1(=O)OCCO1.O=S1(=O)OCCO1